No. 1
Density functional theory data (the ωB97M-V functional and the def2-TZVPD basis) for C7H14NP in the gas phase in a non-equilibrium geometry.

Output
LUMO   0.48 eV
Structure (SMILES)   C=C/C=P(/CC)=N/CC
HOMO   -7.43 eV
Orbital gap   0.2905 Ha

ORCA input file:
```
! wB97M-V def2-TZVPD RIJCOSX def2/J DEFGRID3
* xyz 0 1
P 0.38271 0.43828 0.11624
N 0.53424 -0.35147 -1.22483
C 1.28046 3.26990 -1.61890
C -0.29106 -0.52350 1.64123
C 0.84910 -0.80918 2.54975
C -0.75417 -1.87133 -2.71683
C 0.01326 -1.73237 -1.30155
C 0.85910 3.27665 -0.34188
C 0.47447 2.13951 0.53320
H -0.19419 -1.20969 -3.40031
H 0.89501 -2.29841 -1.33388
H -0.69405 -1.42078 1.08886
H 1.68774 -1.14603 2.06470
H -1.72944 -1.49337 -2.68537
H 0.83123 4.21963 0.20138
H 1.16839 0.06970 3.10095
H 0.55036 2.36863 1.56610
H -0.88847 -2.86945 -3.04270
H 0.68609 -1.33216 3.47005
H -0.74429 -1.94365 -0.61341
H 1.38311 4.21508 -2.14274
H -1.05205 0.07527 2.02036
H 1.45288 2.35016 -2.24254
*
```



No. 2
Density functional theory data (the ωB97M-V functional and the def2-TZVPD basis) for a gas-phase ion, C7H14NS (charge +1) in a non-equilibrium geometry.

Output
LUMO   -4.90 eV
Structure (SMILES)   C=[N+](C)[C@H](S)C1(C)CC1
HOMO   -13.35 eV
Orbital gap   0.3104 Ha

ORCA input file:
```
! wB97M-V def2-TZVPD RIJCOSX def2/J DEFGRID3
* xyz 1 1
S -2.16879 1.76568 0.11594
N -1.34170 -0.96844 0.17175
C 1.83266 0.16550 0.64187
C -0.74045 0.30137 0.56621
C -1.79728 -1.15347 -0.99716
C 0.55890 0.78462 -1.58943
C 1.50382 1.65908 0.58673
C -1.13498 -2.01213 1.12615
C 0.56021 0.62461 -0.03639
H 1.19964 2.01485 1.53736
H -0.15139 -1.96483 1.60187
H 0.19895 -0.14204 -2.12955
H -1.90741 -0.23805 -1.66002
H -2.31944 -2.11924 -1.21566
H 1.46711 0.94547 -2.11276
H 1.68070 -0.53359 1.47285
H -1.21904 -3.03272 0.56268
H 1.92658 2.24073 -0.15907
H -1.99839 -2.05362 1.88177
H -0.66957 0.44260 1.68699
H -0.04182 1.58194 -1.97030
H 2.72472 -0.18280 0.09027
H -1.22720 2.31274 -0.81574
*
```



No. 3
Density functional theory data (the ωB97M-V functional and the def2-TZVPD basis) for a gas-phase ion, C7H14NS (charge +1) in a non-equilibrium geometry.

Output
LUMO   -3.12 eV
Structure (SMILES)   C[C@@H](S)[C@H]1C=CC[N@@H+]1C
HOMO   -12.74 eV
Orbital gap   0.3534 Ha

ORCA input file:
```
! wB97M-V def2-TZVPD RIJCOSX def2/J DEFGRID3
* xyz 1 1
S -3.14494 -0.45205 -0.79880
N 0.88785 -0.57950 0.19364
C -2.01783 0.65987 1.47245
C -1.79469 -0.42835 0.44066
C -0.23535 1.18077 -1.00076
C 1.26095 -1.91467 -0.22206
C 1.05222 1.53749 -0.90307
C -0.41627 -0.22135 -0.48276
C 1.89608 0.44292 -0.40025
H -2.88887 0.42241 1.94889
H -3.27284 0.87460 -1.25725
H -1.73397 -1.33310 0.98424
H -0.44922 -0.82447 -1.33683
H -1.88640 1.65120 1.06203
H -1.30748 0.66544 2.28003
H 0.89158 -0.38496 1.28220
H 2.14275 -2.32665 0.24290
H 2.39961 0.00865 -1.24085
H -1.07921 1.72988 -1.57051
H 2.67903 0.65690 0.33653
H 1.51878 2.58865 -1.13954
H 1.33415 -1.78681 -1.28504
H 0.40418 -2.56367 -0.06967
*
```



No. 4
Density functional theory data (the ωB97M-V functional and the def2-TZVPD basis) for 2 unconnected molecules or ions with the total composition C7H14O.

Output
LUMO   0.92 eV
Structure (SMILES)   C=CC=C.CCCO
HOMO   -9.06 eV
Orbital gap   0.3666 Ha

ORCA input file:
```
! wB97M-V def2-TZVPD RIJCOSX def2/J DEFGRID3
* xyz 0 1
O -1.03171 0.00043 -3.07446
C -0.73341 -0.67680 -1.86330
C 0.43157 2.05574 2.42199
C 0.05803 0.70639 1.97160
C 1.68879 2.48929 2.44413
C -1.20762 0.29919 2.00563
C 0.64446 -2.52043 -0.87173
C 0.32433 -1.71754 -2.12963
H -1.76669 0.59577 -2.92633
H 1.90967 3.49084 2.78931
H 1.34918 -3.32164 -1.08012
H -1.63909 -1.15535 -1.47354
H 1.23771 -1.25327 -2.50560
H 0.85127 0.09730 1.55836
H 1.09009 -1.89829 -0.09245
H -0.41845 2.65369 2.73080
H 2.51312 1.86546 2.12627
H -1.57144 -0.67604 1.71218
H -0.04375 -2.37880 -2.91891
H -0.26334 -2.95023 -0.44322
H -0.36109 0.01473 -1.09646
H -1.99710 0.95152 2.36467
*
```



No. 5
Density functional theory data (the ωB97M-V functional and the def2-TZVPD basis) for C7H14O in the gas phase in a non-equilibrium geometry.

Output
LUMO   0.97 eV
Structure (SMILES)   C=C(CO)[C@H](C)CC
HOMO   -9.51 eV
Orbital gap   0.3849 Ha

ORCA input file:
```
! wB97M-V def2-TZVPD RIJCOSX def2/J DEFGRID3
* xyz 0 1
O 3.06072 -0.35890 0.30806
C -2.51134 0.21357 0.41260
C 2.17479 -0.95513 -0.61945
C -1.61656 0.52188 -0.76900
C 0.59318 -0.79367 -0.11445
C 0.06727 0.51413 -0.55962
C 0.10921 -1.75656 0.67066
C 0.51108 1.67847 0.31948
H -1.83505 1.53802 -1.11819
H 0.41144 0.70952 -1.58235
H 2.33374 -0.50499 -1.60103
H 1.58611 1.85540 0.20475
H -2.14202 0.65700 1.34118
H -2.63931 -0.86516 0.54438
H -0.00067 2.60178 0.03020
H 0.30801 1.48715 1.37611
H 0.70140 -2.63485 0.91388
H -1.86149 -0.14466 -1.60236
H -0.88169 -1.74044 1.10242
H -3.52108 0.60971 0.24702
H 2.39631 -2.02397 -0.69956
H 2.75598 -0.60834 1.19528
*
```



No. 6
Density functional theory data (the ωB97M-V functional and the def2-TZVPD basis) for 3 unconnected molecules or ions with the total composition C7H14O in a non-equilibrium geometry.

Output
LUMO (alpha / beta)   0.56 / 0.56 eV
HOMO (alpha / beta)   -7.27 / -7.27 eV
Orbital gap (alpha / beta)   0.2876 / 0.2876 Ha

ORCA input file:
```
! wB97M-V def2-TZVPD RIJCOSX def2/J DEFGRID3
* xyz 0 1
O 2.95757 1.64592 -0.18271
C -1.14810 -0.39307 1.38947
C -1.70780 1.23307 -0.44180
C -0.87435 0.02944 -0.03657
C -1.03334 -1.09116 -1.04403
C 0.99318 1.25567 -0.03747
C 1.32085 0.06869 -0.02745
C 1.98377 -1.22247 -0.00390
H -0.51009 -2.00286 -0.75228
H -2.76802 0.94629 -0.47371
H -0.69035 -0.79000 -2.03624
H -1.43830 1.60189 -1.43410
H 0.63132 2.25695 -0.04678
H -0.96928 0.42332 2.09201
H -2.19914 -0.69618 1.49874
H 3.22062 1.93859 0.70221
H 1.45390 -1.93110 0.63675
H 2.05356 -1.63528 -1.01197
H -2.09398 -1.36569 -1.13293
H 2.99540 -1.07926 0.37520
H -0.54098 -1.24804 1.69397
H -1.63647 2.05526 0.27362
*
```



No. 7
Density functional theory data (the ωB97M-V functional and the def2-TZVPD basis) for 3 unconnected molecules or ions with the total composition C7H14O in a non-equilibrium geometry.

Output
LUMO   0.76 eV
HOMO   -8.12 eV
Orbital gap   0.3265 Ha

ORCA input file:
```
! wB97M-V def2-TZVPD RIJCOSX def2/J DEFGRID3
* xyz 0 1
O -0.34229 1.60762 0.41738
C -0.28260 0.69849 -0.52015
C -1.49027 1.37191 1.26492
C -1.43509 0.64232 -1.41932
C 1.68028 -0.42466 0.56700
C 0.99584 -1.03523 -1.81224
C 1.22514 -1.10449 1.82555
C 0.69241 -0.26294 -0.51862
H 2.13005 -1.56530 2.24280
H 1.89510 0.49567 1.06466
H 0.22351 -0.52354 -2.70816
H -2.58619 1.39430 0.81526
H 0.47245 -2.03271 1.32998
H -1.36322 1.69733 -1.80373
H -1.90602 -0.42052 -2.30726
H 2.70599 -0.22318 -0.04887
H 0.33256 -2.31863 -1.68230
H -1.42924 0.40543 1.59112
H -1.75556 2.21131 2.11315
H 0.45194 -0.18997 2.18447
H 2.20578 -1.00533 -2.06099
H -2.42055 0.58212 -0.53464
*
```



No. 8
Density functional theory data (the ωB97M-V functional and the def2-TZVPD basis) for 3 unconnected molecules or ions with the total composition C7H14O2.

Output
LUMO (alpha / beta)   3.87 / 3.81 eV
HOMO (alpha / beta)   -0.34 / -3.24 eV
<S²>   0.76
Orbital gap (alpha / beta)   0.1547 / 0.2593 Ha

ORCA input file:
```
! wB97M-V def2-TZVPD RIJCOSX def2/J DEFGRID3
* xyz -1 2
O 0.01649 0.26358 -2.18455
O -2.45144 1.27100 -1.19059
C -0.05420 -0.57319 0.94401
C -0.60724 -1.69339 0.39690
C 1.09601 2.36561 0.51069
C 1.57617 1.28762 1.12287
C -2.01906 -2.14758 0.65473
C 1.28673 -0.10977 0.70265
C 2.28993 -0.86176 0.10954
H -1.61167 0.93498 -1.57861
H 0.44117 2.31446 -0.35643
H -0.05848 -2.31586 -0.29564
H 3.26856 -0.44388 -0.10638
H -2.48859 -1.62300 1.49541
H -0.60608 0.04199 1.64882
H -0.18809 -0.67710 -2.19225
H 2.23244 1.39380 1.99192
H -2.07367 -3.22070 0.88490
H -2.19516 2.03058 -0.65102
H 1.31172 3.37154 0.83102
H -2.67158 -1.95029 -0.19853
H 0.78874 0.34204 -1.60387
H 2.14567 -1.90677 -0.13427
*
```



No. 9
Density functional theory data (the ωB97M-V functional and the def2-TZVPD basis) for 2 unconnected molecules or ions with the total composition C7H14O2 in a non-equilibrium geometry.

Output
LUMO   0.40 eV
Structure (SMILES)   C=C(C)[C@@H](C)O.CC=O
HOMO   -7.71 eV
Orbital gap   0.2981 Ha

ORCA input file:
```
! wB97M-V def2-TZVPD RIJCOSX def2/J DEFGRID3
* xyz 0 1
O -0.22039 1.87661 0.73743
O 1.49835 -1.43096 0.35027
C -0.52340 -0.59755 0.23133
C 2.97008 0.43287 0.02264
C -2.23984 1.28409 -0.43276
C -0.74471 1.02209 -0.24651
C 2.27157 -0.80226 -0.39932
C -0.78350 -0.82820 1.54228
C -0.95576 -1.53056 -0.86898
H -2.03688 -1.53233 -0.99498
H -1.43134 -0.22898 2.16258
H -0.52262 -1.23117 -1.82514
H -2.64370 0.73382 -1.28037
H -2.79103 0.98964 0.46142
H -0.23009 -1.57538 2.08632
H -0.21143 1.26021 -1.17068
H -0.53998 1.54530 1.59464
H -2.43160 2.34396 -0.60090
H 3.73888 0.20840 0.76370
H 2.24933 1.06467 0.55024
H 3.44988 0.89780 -0.83698
H 2.74462 -1.36491 -1.21706
H -0.61645 -2.53715 -0.62913
*
```



No. 10
Density functional theory data (the ωB97M-V functional and the def2-TZVPD basis) for C7H14O2 in the gas phase in a non-equilibrium geometry.

Output
LUMO   0.85 eV
Structure (SMILES)   CC1(C)O[C@@H](O)C1(C)C
HOMO   -9.62 eV
Orbital gap   0.3847 Ha

ORCA input file:
```
! wB97M-V def2-TZVPD RIJCOSX def2/J DEFGRID3
* xyz 0 1
O 2.18036 -1.43284 0.59473
O 1.48758 0.82095 0.53953
C -0.57577 2.03246 -0.24609
C -0.08276 0.75875 0.42019
C 0.01849 -0.51607 -0.44712
C -0.60569 0.63088 1.84328
C 1.58165 -0.39523 -0.16840
C -0.64525 -1.77650 0.10308
C -0.28016 -0.38401 -1.94323
H 0.05507 -1.27835 -2.47890
H 0.23541 0.46464 -2.40165
H -0.45561 1.55775 2.40495
H -0.33302 -2.00262 1.12596
H -1.73571 -1.67539 0.10519
H 2.63463 -0.95960 1.31025
H 2.14783 -0.26402 -1.09967
H -1.67923 0.41195 1.83725
H -0.50462 2.88795 0.43196
H -0.08243 -0.16306 2.38259
H -1.35432 -0.26749 -2.12164
H 0.00572 2.27220 -1.14064
H -1.62487 1.92411 -0.54281
H -0.38729 -2.64647 -0.50885
*
```